Computed, not measured: C20H23InN10O6 as an isolated structure, with ωB97M-V with the def2-TZVPD basis set.

```
60
Properties=species:S:1:pos:R:3
In 0.32 1.15 0.09
C 0.15 -0.58 -3.43
C 1.34 0.36 -3.35
O 2.39 -0.26 -2.63
C 3.17 0.61 -1.86
C 3.56 -0.07 -0.54
O 2.49 -0.81 -0.12
C 2.62 -1.70 0.99
C 1.48 -2.70 0.85
O 0.26 -2.00 0.65
C -0.56 -2.54 -0.38
C -0.04 -2.26 -1.78
O -0.34 -0.93 -2.14
H 0.41 -1.48 -3.98
H -0.65 -0.06 -3.96
H 1.02 1.27 -2.85
H 1.67 0.62 -4.37
H 2.61 1.52 -1.62
H 4.08 0.91 -2.40
H 4.51 1.69 0.01
H 4.49 -0.64 -0.59
H 2.55 -1.15 1.93
H 3.58 -2.23 0.96
H 1.41 -3.30 1.76
H 1.69 -3.36 0.01
H -1.54 -2.06 -0.27
H -0.69 -3.62 -0.24
H -0.53 -2.96 -2.47
H 1.04 -2.42 -1.83
O -1.94 2.83 -3.03
C -1.52 2.38 -1.98
O -0.34 2.53 -1.50
C -2.49 1.53 -1.15
C -3.84 1.45 -1.55
C -4.69 0.66 -0.83
C -4.20 -0.05 0.30
C -5.02 -0.90 1.08
C -4.50 -1.56 2.15
C -3.14 -1.40 2.50
C -2.33 -0.58 1.76
C -2.84 0.10 0.64
N -2.02 0.89 -0.12
H -4.15 2.01 -2.42
H -5.73 0.57 -1.10
H -6.06 -1.01 0.81
H -5.13 -2.20 2.75
H -2.74 -1.92 3.36
H -1.29 -0.43 2.03
N 2.07 2.04 3.26
C 2.91 1.55 2.31
N 3.98 0.83 2.69
N 4.66 0.45 1.64
N 3.88 1.04 0.48
N 2.75 1.73 0.99
C 0.79 2.54 3.03
N 0.24 3.51 3.72
N -0.98 3.65 3.18
N -1.15 2.82 2.21
N -0.05 2.06 2.11
H 2.37 1.91 4.21
```

Values from the calculation:
Total charge   0
Kohn-Sham gap (alpha / beta)   0.2501 / 0.2467 Eh
Energy relative to the best compared isomer or geometry (same formula, charge and spin)   3.869 eV
LUMO energy (alpha / beta)   -0.34 / -0.85 eV
Max |F|   0.78 eV Å⁻¹
Electronic energy   -53468.4083 eV

Results of the natural (NBO) charge analysis, in e, for atoms 1 through 2:
1 In 1.339
2 C -0.084